Below is a cluster of 12 separate species, C83H188N12O12 in total at a distorted geometry, with properties calculated with the ωB97M-V functional and the def2-TZVPD basis.

XYZ file:
```
295
Properties=species:S:1:pos:R:3:forces:R:3:mulliken_charge:R:1
C 5.08845 3.10231 -6.00394 -1.4 0.9 0.9 -1.785
C 3.77257 3.66934 -5.18316 2.7 0.1 1.3 1.450
C 2.67836 2.74198 -5.47366 -1.5 -1.2 -1.2 -1.629
C 4.14251 3.52072 -3.59887 -1.3 1.0 -1.7 -0.746
C 3.11280 4.29563 -2.74227 1.1 -0.4 -0.9 0.195
C 2.97800 5.76148 -3.19128 -0.4 -1.6 0.1 -1.763
C 2.64787 5.94622 -4.71586 1.1 -0.3 -0.3 2.222
C 1.23780 5.60270 -4.99373 -1.8 -0.3 0.9 -1.750
C 2.95373 7.41020 -5.06755 -0.3 0.4 0.4 -1.968
N 3.48266 5.07999 -5.54290 2.9 -1.3 1.4 0.324
O 3.28929 5.17154 -6.93779 -0.4 0.5 0.4 -0.466
H 5.01307 3.24591 -7.08180 -0.4 0.0 0.1 0.470
H 6.02575 3.56753 -5.69873 -0.1 0.2 0.3 0.455
H 5.15637 2.03499 -5.79342 0.0 0.0 0.0 0.267
H 2.93620 1.72929 -5.16368 0.0 -0.1 0.0 0.447
H 1.69541 2.98749 -5.07163 0.1 0.1 0.3 0.024
H 2.53934 2.73272 -6.55472 -0.2 -0.2 -0.2 0.415
H 4.01770 2.47826 -3.30596 0.5 -0.2 -0.3 0.257
H 5.17893 3.85196 -3.53398 -0.1 0.1 0.6 0.307
H 2.17048 3.74924 -2.78210 -0.3 0.1 -0.4 -0.430
H 3.36039 4.20737 -1.68444 0.3 0.4 0.1 0.476
H 3.88757 6.26243 -2.85988 -0.1 0.4 -0.3 0.328
H 2.12061 6.03519 -2.57640 0.0 1.1 -0.3 0.497
H 0.87972 4.77875 -4.37649 0.0 0.3 0.7 0.158
H 1.00804 5.12558 -5.94645 0.3 1.1 -0.6 0.204
H 0.68848 6.50998 -4.74235 -0.9 -0.3 -0.4 0.425
H 4.01850 7.63880 -5.02182 0.1 -0.2 0.0 0.454
H 2.47080 8.02570 -4.30858 0.0 0.1 0.2 0.440
H 2.54273 7.78994 -6.00295 0.0 -0.5 -0.3 0.402
H 4.03521 5.73631 -7.15280 0.0 0.0 -0.5 0.364
C 4.76505 -2.72724 5.72612 -1.2 -0.5 -1.2 -2.153
C 3.76958 -1.70238 5.02000 -0.3 -1.0 0.6 2.022
C 2.54970 -1.49566 5.95186 -0.3 0.1 -0.1 -1.685
C 4.52481 -0.42358 4.90758 1.2 1.7 -0.9 -1.799
C 3.85229 0.68052 4.08851 -1.2 -1.5 -0.6 0.161
C 3.59934 0.13127 2.63596 0.2 0.4 1.8 -2.016
C 2.83232 -1.29475 2.60680 0.4 2.7 0.5 2.722
C 1.30596 -1.02372 2.83003 0.2 -0.9 -0.1 -0.184
C 3.09739 -1.72588 1.16983 -0.5 -0.9 0.2 -2.466
N 3.43990 -2.17244 3.63371 1.2 0.9 -0.3 0.344
O 2.83000 -3.43954 3.61904 -0.3 -0.1 0.2 -0.195
H 4.20773 -3.60306 6.05843 -0.1 -0.1 0.0 0.380
H 5.46584 -3.09034 4.97436 0.2 0.2 0.0 0.495
H 5.30800 -2.38255 6.60617 -0.2 0.6 -0.2 0.400
H 2.88293 -1.56763 6.98717 -0.1 -0.1 0.0 0.487
H 2.04322 -0.53609 5.84786 0.4 0.3 -0.1 0.273
H 1.72059 -2.18297 5.78367 0.3 -0.6 0.0 0.215
H 4.86262 -0.06853 5.88119 -0.4 0.0 0.2 0.453
H 5.45101 -0.57230 4.35248 0.3 -0.6 0.1 0.445
H 2.84374 0.83713 4.47114 0.0 0.5 0.3 -0.098
H 4.39900 1.62345 4.09824 0.0 -0.1 -0.1 0.427
H 4.54694 0.13450 2.09730 0.1 -0.7 0.0 0.142
H 3.06646 0.95509 2.16113 -0.7 -0.5 -0.4 0.558
H 1.06556 -0.87788 3.88314 0.2 0.8 -0.1 -0.423
H 0.64959 -1.86618 2.61197 0.4 -0.6 -0.3 -0.026
H 0.93515 -0.26771 2.13790 0.2 0.5 0.5 -0.203
H 2.57875 -1.04691 0.49299 -0.1 0.1 0.0 0.068
H 2.67235 -2.71860 1.02168 0.1 -0.2 -0.3 0.462
H 4.15004 -1.71842 0.88705 0.0 -0.1 0.3 0.784
H 3.48817 -3.94798 3.13956 -0.1 -0.4 0.0 0.324
C 2.94710 7.47917 4.29699 -0.9 -1.1 -0.1 -1.581
C 3.56407 6.19211 3.71199 1.3 0.6 -0.5 1.301
C 5.17599 6.41897 3.59776 -1.7 0.0 -1.1 -1.830
C 3.40269 4.97422 4.65238 -1.2 -1.3 -0.5 -1.309
C 1.99644 4.27140 4.60201 0.4 1.3 -1.4 -0.839
C 1.73143 3.96526 3.07042 -0.3 -0.1 1.0 -1.812
C 1.72759 5.20688 2.09330 0.3 -0.3 1.8 2.617
C 1.61793 4.62756 0.65544 0.0 0.7 1.7 -1.928
C 0.49479 6.09386 2.45807 -0.2 0.2 -0.8 -1.020
N 3.01943 5.90112 2.33112 1.1 -2.0 0.6 0.576
O 3.25445 6.94582 1.44459 -0.7 1.2 0.0 -0.531
H 3.27594 8.36175 3.74834 0.3 0.1 0.6 0.301
H 1.86353 7.43861 4.18600 -0.1 0.0 -0.3 0.388
H 3.02609 7.41405 5.38217 0.8 0.8 0.0 0.393
H 5.40002 7.28597 2.97629 -0.3 0.6 0.6 0.417
H 5.63949 6.49201 4.58160 -0.1 0.0 -0.1 0.358
H 5.65746 5.67589 2.96205 -0.2 -0.8 0.5 0.410
H 4.10205 4.21487 4.30253 0.2 -0.1 -0.1 0.291
H 3.66641 5.15102 5.69511 0.1 0.6 -0.1 0.532
H 1.90400 3.41588 5.27107 0.5 -0.4 -0.4 0.598
H 1.24596 4.93081 5.03796 -0.2 0.4 -0.3 0.383
H 0.80170 3.41356 2.93135 -0.5 0.3 0.1 0.516
H 2.43902 3.18604 2.78716 0.6 0.4 -0.3 0.235
H 2.44823 3.93162 0.53555 -0.1 0.0 -0.4 0.424
H 1.60467 5.42965 -0.08251 0.0 -0.2 -0.1 0.363
H 0.66560 4.10172 0.72371 0.0 -0.2 -0.7 0.132
H 0.11226 6.03068 3.47678 0.5 -0.1 0.2 0.379
H -0.37566 5.87053 1.84120 0.0 -0.3 -0.3 -0.718
H 0.68524 7.14137 2.22448 0.2 0.1 0.1 0.631
H 3.99059 6.71562 0.87301 0.1 -0.5 0.1 0.335
C 0.95418 -2.46034 -3.20708 -0.2 0.5 0.6 -1.672
C 0.70812 -3.74563 -4.04262 -0.5 0.5 0.0 2.197
C 0.07138 -3.34785 -5.40020 -1.6 0.2 0.1 -1.841
C 2.01926 -4.41567 -4.44623 1.4 0.4 1.1 -1.498
C 2.69227 -5.16727 -3.28940 0.4 0.6 -0.6 -0.488
C 1.75778 -6.20390 -2.73702 1.8 -0.4 -0.6 -1.488
C 0.41389 -5.73135 -2.26039 -1.4 0.0 -1.9 2.127
C -0.45894 -7.01980 -2.24046 -1.1 0.8 -0.2 -1.330
C 0.54648 -5.24903 -0.85632 -0.6 0.6 1.1 -1.280
N -0.15203 -4.74120 -3.30159 1.7 -1.0 -0.7 0.210
O -1.51781 -4.38829 -3.21223 0.7 0.1 0.6 -0.375
H 0.11090 -2.02677 -2.66950 -0.9 -0.5 -0.6 0.007
H 1.59156 -2.55123 -2.32754 0.8 -0.6 -0.3 0.160
H 1.29754 -1.60800 -3.79336 0.4 -0.2 -0.3 0.650
H -0.81553 -2.72461 -5.28586 -0.5 -0.4 0.5 -0.058
H 0.56335 -2.69056 -6.11717 1.3 -0.2 0.5 0.364
H -0.21884 -4.23244 -5.96711 0.0 -0.1 0.1 0.514
H 1.97626 -5.02813 -5.34687 -0.6 -0.3 0.2 0.338
H 2.73374 -3.64122 -4.72523 -0.2 0.4 -0.1 0.459
H 3.62069 -5.61049 -3.64953 -0.1 -0.5 -0.3 0.491
H 3.13591 -4.51150 -2.54023 -0.7 0.5 0.3 0.143
H 2.32602 -6.68889 -1.94330 -0.5 -0.3 0.4 0.340
H 1.70408 -6.95739 -3.52281 -0.6 -0.1 -0.1 0.420
H -1.53507 -6.86434 -2.31712 -0.2 0.8 0.6 0.270
H -0.31497 -7.49589 -1.27056 0.2 -0.6 -0.4 -0.021
H -0.36962 -7.62763 -3.14083 1.0 -0.3 0.3 0.466
H 1.14578 -4.35352 -0.69198 0.2 0.0 -0.3 0.059
H 0.98179 -6.06705 -0.28234 0.1 0.1 0.2 0.588
H -0.43669 -5.06064 -0.42507 -0.1 0.1 0.1 -0.144
H -1.91836 -4.99902 -3.83526 -0.3 0.0 -0.1 0.311
C -3.53738 -5.72664 -0.24376 -0.8 1.4 1.0 -2.178
C -4.96679 -5.55487 0.43689 1.6 -0.4 -0.7 1.694
C -5.85646 -6.53353 -0.31661 -1.5 0.5 0.3 -1.901
C -4.80029 -6.07882 1.88342 0.1 -0.2 0.0 -0.933
C -6.01466 -5.82518 2.73667 -0.2 0.4 -0.3 -0.945
C -6.33593 -4.31687 2.78072 0.2 -1.0 -0.3 -1.123
C -6.51837 -3.60666 1.41355 0.7 -0.8 -1.4 1.857
C -7.93365 -3.90488 0.86537 -0.1 0.3 0.5 -1.957
C -6.26186 -2.10716 1.61438 0.0 0.3 0.0 -1.199
N -5.50602 -4.17692 0.37743 0.4 -0.5 2.9 0.716
O -5.23261 -3.43090 -0.75981 -1.0 -0.2 -0.4 -0.503
H -2.83923 -5.07199 0.27789 0.2 0.1 0.1 0.042
H -3.18364 -6.74670 -0.09395 -0.2 0.0 -0.3 0.579
H -3.52758 -5.39980 -1.28356 -0.1 -0.4 -0.1 0.502
H -5.58479 -7.58664 -0.24401 0.3 0.1 -0.2 0.376
H -6.83450 -6.42878 0.15304 -0.3 -0.4 -0.1 0.442
H -6.01660 -6.18669 -1.33747 0.3 -0.2 -0.2 0.317
H -4.54875 -7.13561 1.79387 -0.4 -0.3 -0.1 0.564
H -3.93984 -5.73682 2.45853 0.3 0.8 -0.5 0.007
H -6.87235 -6.38484 2.36352 -0.1 0.0 0.0 0.426
H -5.85053 -6.13104 3.76993 0.0 -0.2 0.0 0.458
H -5.53424 -3.85062 3.35343 0.0 0.3 0.0 0.255
H -7.24875 -4.31270 3.37642 -0.2 0.8 -0.1 0.453
H -8.17556 -4.96227 0.97267 0.2 -0.1 -0.1 0.397
H -8.07946 -3.61579 -0.17543 0.3 0.0 0.0 0.266
H -8.69017 -3.38653 1.45452 -0.1 0.2 0.1 0.482
H -5.20799 -1.87785 1.77211 0.2 -0.3 -0.3 -0.175
H -6.71710 -1.71217 2.52259 -0.5 -0.3 0.1 0.582
H -6.62076 -1.48299 0.79602 0.0 -0.2 -0.2 -0.014
H -4.32182 -3.13715 -0.68386 0.6 0.5 0.1 0.237
C 8.65961 1.69326 0.14183 0.3 -2.5 -1.1 -2.147
C 7.68523 0.99552 -0.94367 1.7 1.3 1.1 1.668
C 6.31432 1.05255 -0.27816 -0.9 0.1 -1.0 -1.782
C 7.87493 1.90572 -2.18100 -2.2 -0.9 -1.2 -1.531
C 6.96910 1.32335 -3.33207 1.0 0.7 0.3 0.849
C 7.41072 -0.06239 -3.70942 -0.3 -0.9 0.5 -1.898
C 7.61418 -1.10331 -2.51060 0.0 -0.5 -1.8 2.228
C 6.27740 -1.87208 -2.29533 -0.5 0.9 0.2 -1.907
C 8.69037 -2.09552 -3.04342 1.3 0.2 0.2 -2.083
N 8.14050 -0.38839 -1.32538 -0.1 1.2 -0.2 0.165
O 8.05908 -1.24136 -0.19292 0.3 0.1 -0.2 -0.437
H 9.69227 1.63756 -0.20256 0.1 0.5 -0.5 0.524
H 8.71787 0.98820 0.97104 -0.5 0.6 0.6 0.464
H 8.36552 2.72115 0.35410 -0.1 -0.3 0.2 0.323
H 5.68075 0.30068 -0.74867 -0.3 0.0 0.3 0.193
H 5.86787 2.02447 -0.48829 -0.1 0.2 -0.2 0.398
H 6.24718 0.97409 0.80694 0.6 -0.4 -0.1 0.553
H 7.51909 2.92412 -2.02500 0.0 0.0 0.6 0.462
H 8.92679 1.98439 -2.45578 0.0 -0.4 -0.1 0.367
H 7.00371 1.90785 -4.25145 0.3 0.3 0.1 0.242
H 5.91074 1.37526 -3.07658 0.0 -0.2 0.5 -0.344
H 8.28789 -0.00288 -4.35373 0.4 0.0 0.4 0.454
H 6.64210 -0.45215 -4.37681 -0.1 -0.5 0.0 0.510
H 6.19686 -2.49324 -1.40327 0.3 0.5 0.3 0.367
H 5.53523 -1.07378 -2.29748 -0.5 -0.2 0.4 0.206
H 5.92263 -2.55081 -3.07094 0.7 0.2 -0.6 0.500
H 9.68633 -1.67427 -2.90667 0.1 0.5 0.3 0.507
H 8.80869 -3.08651 -2.60521 -0.7 0.0 0.4 0.368
H 8.71184 -2.24281 -4.12321 -0.8 0.0 -0.1 0.395
H 8.99341 -1.45668 -0.14538 0.0 -0.4 0.6 0.369
C -3.08186 3.89476 -1.69672 0.2 0.2 0.9 -2.437
C -3.46448 4.80018 -0.50767 0.8 0.3 1.1 2.121
C -2.50556 6.04319 -0.31310 -0.3 -1.2 -2.1 -1.929
C -4.91218 5.34572 -0.78038 0.2 0.3 -0.6 -1.914
C -6.06466 4.49144 -0.32745 0.4 -0.1 2.2 0.302
C -5.86510 4.25899 1.19520 0.7 0.0 -0.8 -1.410
C -4.43334 3.52231 1.50947 -2.9 -0.4 -0.3 1.421
C -4.19665 3.65475 2.96891 0.0 -0.2 1.6 -2.289
C -4.67247 2.01271 1.22184 -0.1 0.0 -0.4 -1.224
N -3.32486 4.09067 0.80246 -3.0 0.7 -1.1 0.242
O -2.09359 3.73191 1.32445 0.4 0.2 -0.9 0.207
H -3.00495 4.49154 -2.60558 0.0 0.0 0.0 0.585
H -2.14962 3.38710 -1.44910 0.3 0.1 -0.3 0.617
H -3.81772 3.09971 -1.81714 -0.2 0.1 -0.1 0.206
H -1.50305 5.77165 -0.64377 0.3 -0.1 0.3 0.354
H -2.83620 6.73647 -1.08649 0.1 0.7 0.4 0.556
H -2.46550 6.43746 0.70231 -0.4 0.1 -0.2 0.234
H -4.99868 6.38114 -0.45096 -0.1 -0.1 0.9 0.503
H -5.07338 5.53636 -1.84141 0.7 -0.4 -0.5 0.406
H -7.02598 4.99127 -0.44626 0.0 0.0 -0.4 0.599
H -6.11867 3.49849 -0.77382 0.2 0.1 -0.5 -0.284
H -6.76135 3.74790 1.54682 0.5 -1.1 0.3 0.518
H -6.02261 5.19344 1.73381 0.9 0.5 -0.1 0.448
H -5.05249 3.24836 3.50788 -0.1 0.1 0.1 0.491
H -4.03741 4.68016 3.30249 -0.1 0.2 -0.2 0.442
H -3.33511 3.08011 3.30895 0.1 -0.1 -0.1 0.297
H -3.87070 1.45813 1.70940 0.0 -0.3 -0.3 0.160
H -4.76153 1.77040 0.16285 0.7 0.2 -0.3 0.032
H -5.63603 1.62039 1.54700 0.0 0.3 0.8 0.412
H -1.83644 4.55731 1.74181 0.6 0.0 0.4 0.015
C -6.13634 -0.10261 -1.95503 -0.2 -1.7 0.7 0.311
O -7.13632 0.88435 -1.82400 0.2 -0.1 -0.6 -0.539
C -8.13254 0.60389 -0.85787 -0.3 -0.7 0.2 -0.109
C -9.31650 1.54019 -1.05864 -0.8 0.7 -1.3 0.023
C -10.22096 1.20933 -2.30339 1.7 0.6 -0.5 -1.455
N -8.82639 2.92123 -1.18377 -0.6 0.0 0.4 -0.691
H -5.19616 0.08270 -1.43558 0.1 0.7 0.0 0.014
H -5.92298 -0.47142 -2.95830 -0.2 1.0 -0.4 -0.215
H -6.45550 -1.04041 -1.50032 -0.3 -0.1 0.3 -0.024
H -8.46737 -0.43335 -0.86901 0.0 -0.4 -0.6 0.523
H -7.70541 0.65830 0.14348 0.1 0.7 0.4 0.106
H -10.02382 1.53123 -0.22935 0.4 -0.3 0.5 0.447
H -10.28218 0.13771 -2.49307 -0.6 0.1 0.2 0.309
H -9.73838 1.61818 -3.19111 0.7 -0.2 -0.2 0.304
H -11.13486 1.79366 -2.41035 -0.4 -0.5 1.0 0.408
H -8.32264 3.11188 -0.32937 0.1 0.3 0.1 0.178
H -8.13671 2.97031 -1.91999 0.1 -0.1 -0.2 0.354
C -3.90503 -0.88027 -5.33826 0.3 0.2 1.4 0.659
O -3.52400 0.43564 -5.61126 0.6 1.2 -0.6 -0.462
C -2.71854 1.19019 -4.67157 -0.2 -1.0 -1.0 0.552
C -2.06874 2.35213 -5.44099 -1.3 -0.3 -0.4 0.413
C -1.14698 2.00084 -6.57654 0.7 -0.4 -0.5 -1.615
N -1.43069 3.29749 -4.57697 0.4 0.3 1.1 -0.225
H -4.47846 -0.85651 -4.41159 -0.4 -0.4 0.1 -0.327
H -3.04838 -1.52117 -5.12972 0.3 -0.2 -0.2 -0.302
H -4.49955 -1.30614 -6.14652 0.1 0.3 -0.1 0.351
H -3.31575 1.56099 -3.83854 -0.4 0.2 0.0 -0.077
H -1.96009 0.55731 -4.21078 0.3 -0.3 -0.1 -0.026
H -2.89051 2.94900 -5.83665 -0.3 -0.3 -0.5 0.365
H -1.58080 1.51678 -7.45152 -0.5 0.3 0.1 0.375
H -0.34526 1.30318 -6.33444 0.2 0.0 0.7 0.260
H -0.65252 2.93015 -6.85934 -0.1 0.0 -0.3 0.382
H -0.78678 2.81538 -3.96619 0.4 -0.1 0.1 0.048
H -2.14449 3.61137 -3.93504 0.1 0.3 0.1 0.147
C -0.62762 -5.14708 4.27113 0.8 -1.3 0.1 -0.421
O -0.50467 -6.35467 3.49813 -0.1 -0.7 -0.7 -0.364
C 0.82470 -6.74561 3.05027 -0.3 1.5 1.5 -0.233
C 1.05833 -8.21771 2.81808 -1.3 -2.7 -0.7 0.469
C 0.28808 -8.77669 1.61659 -0.5 0.7 0.5 -1.038
N 0.75678 -9.06267 3.98390 -0.3 1.7 1.8 -0.774
H -0.38735 -5.45450 5.28890 -0.4 0.4 0.4 0.395
H -1.65648 -4.80600 4.15619 0.1 0.0 0.1 0.003
H 0.08929 -4.35904 4.04065 0.0 0.1 -0.6 0.151
H 0.99397 -6.11553 2.17708 0.5 -0.4 -0.3 0.038
H 1.49821 -6.43322 3.84833 0.4 0.1 0.0 0.344
H 2.09199 -8.47205 2.58365 0.4 1.0 0.0 0.287
H 0.67056 -8.22630 0.75700 -0.1 -0.8 -0.6 0.018
H -0.78548 -8.60772 1.70035 -0.1 0.5 0.1 0.237
H 0.34975 -9.86383 1.66590 0.6 0.1 -0.8 0.384
H 0.50010 -10.03870 3.94423 0.3 0.1 -1.1 0.238
H -0.01311 -8.61887 4.46393 -0.1 0.0 0.3 0.259
C 0.13029 -0.80730 8.69882 -1.1 -1.0 -1.4 -0.853
O -0.50054 -0.33998 7.45572 -0.5 0.0 1.1 -0.239
C -1.64751 -1.15770 7.08932 1.6 -0.2 -1.2 -0.907
C -2.01079 -0.85243 5.60998 -1.7 0.9 0.1 2.399
C -2.79344 0.44676 5.47663 0.5 1.3 -0.6 -1.577
N -2.85481 -1.87764 4.94182 0.5 -0.1 1.3 -0.704
H -0.60986 -1.26554 9.35479 -0.3 0.2 0.1 0.341
H 0.66275 -0.05878 9.28561 0.0 0.3 -0.7 0.262
H 0.74783 -1.64522 8.37536 0.6 0.1 0.3 0.307
H -1.31101 -2.19343 7.04312 0.0 -0.4 0.5 0.429
H -2.44802 -1.06242 7.82295 -0.2 0.2 -0.2 0.351
H -1.12801 -0.73686 4.98114 0.7 0.1 0.7 -1.039
H -2.64400 0.82572 4.46562 0.2 0.1 -0.3 0.123
H -2.39154 1.22615 6.12403 0.1 0.0 0.1 0.437
H -3.88021 0.47525 5.55550 0.0 -0.8 0.6 0.399
H -2.32814 -2.73753 4.99948 -0.1 -0.4 -0.4 0.214
H -2.90637 -1.60682 3.97018 -0.1 -0.2 -0.2 0.161
C 0.30370 1.06209 -1.94472 0.4 -0.2 0.6 -1.088
O -0.72233 0.13043 -1.66603 -0.2 -0.1 0.1 0.530
C -0.58627 -0.56918 -0.42846 0.1 0.5 0.7 0.184
C -1.89994 -1.14251 -0.02641 -1.7 -1.8 0.2 0.847
C -1.95122 -1.88998 1.35250 0.7 0.7 -1.9 -0.625
N -2.33747 -2.11913 -1.01536 -0.5 0.0 -0.2 0.727
H 0.23741 1.52877 -2.92753 -0.6 -0.4 -0.1 -0.355
H 1.27700 0.57149 -1.93469 0.3 -0.1 0.2 0.538
H 0.28909 1.86055 -1.20286 0.1 0.1 0.2 0.551
H 0.12435 -1.39297 -0.49538 0.4 0.0 -0.2 -0.404
H -0.31690 0.03896 0.43508 0.6 0.8 -0.3 0.396
H -2.70333 -0.40744 -0.07488 0.3 0.6 0.4 -0.823
H -1.31419 -2.77099 1.27430 0.6 0.1 0.2 -0.045
H -2.92846 -2.36557 1.43562 -0.3 0.7 0.5 -0.104
H -1.58732 -1.18218 2.09728 -0.4 -0.5 0.6 0.372
H -1.72165 -2.91940 -0.99451 0.2 -0.3 -0.3 -0.441
H -2.20640 -1.64017 -1.89486 -0.2 -0.5 -0.6 -0.097
```
Positions in Å, forces in eV/Å.

## Properties
Energy relative to the best compared isomer or geometry (same formula, charge and spin) = 550.11 kJ/mol
HOMO-LUMO gap = 7.672 eV
SMILES string = CC1(C)CCCC(C)(C)N1O.CC1(C)CCCC(C)(C)N1O.CC1(C)CCCC(C)(C)N1O.CC1(C)CCCC(C)(C)N1O.CC1(C)CCCC(C)(C)N1O.CC1(C)CCCC(C)(C)N1O.CC1(C)CCCC(C)(C)N1O.COC[C@H](C)N.COC[C@H](C)N.COC[C@H](C)N.COC[C@H](C)N.COC[C@H](C)N
HOMO = -7.363 eV
Lowest unoccupied orbital energy = 0.31 eV